1.
89
Properties=species:S:1:pos:R:3:lowdin_spin:R:1 method="wB97M-V/def2-TZVPD" total_charge=0 orbital_gap_ev="6.411 / 7.536" e_above_lowest_kcal_mol=12.3 spin_multiplicity=4 energy_ev=-96308.950 e_lumo_ev="0.39 / 0.39"
V 1.25 0.18 -0.35 2.62
C 6.37 -1.96 -0.06 0.00
O 5.28 -1.11 0.32 0.00
C 4.27 -0.88 -0.53 0.01
O 3.35 -0.18 -0.16 0.03
N 4.33 -1.44 -1.75 0.00
N 3.25 -1.35 -2.66 0.01
H 7.02 -2.00 0.80 0.00
H 6.91 -1.54 -0.91 0.00
H 6.02 -2.96 -0.29 0.00
H 5.04 -2.09 -2.00 0.00
H 2.39 -1.32 -2.14 0.00
H 3.32 -0.47 -3.15 0.00
C 0.40 -2.72 -2.88 0.00
C 0.31 -2.89 -1.39 0.01
C -0.21 -4.05 -0.86 0.00
C -0.26 -4.19 0.53 0.01
C 0.21 -3.19 1.35 0.00
C 0.73 -2.01 0.76 0.02
N 0.79 -1.90 -0.62 0.00
N 1.18 -0.90 1.40 0.02
Si 1.80 -0.88 3.00 0.00
C 2.90 0.62 3.20 0.00
C 0.47 -0.75 4.29 0.00
C 2.81 -2.42 3.34 0.00
H 1.38 -3.06 -3.24 0.00
H 0.29 -1.68 -3.19 0.00
H -0.37 -3.30 -3.38 0.00
H -0.60 -4.82 -1.51 0.00
H -0.67 -5.09 0.97 0.00
H 0.16 -3.26 2.43 0.00
H 2.36 1.47 3.62 0.00
H 3.33 0.92 2.24 0.00
H 3.73 0.38 3.88 0.00
H -0.15 0.13 4.12 0.00
H 0.91 -0.67 5.29 0.00
H -0.20 -1.63 4.29 0.00
H 3.20 -2.83 2.40 0.00
H 2.22 -3.21 3.82 0.00
H 3.66 -2.19 3.99 0.00
O -0.77 0.59 -0.52 0.02
C -1.35 0.75 -1.83 0.00
C -0.15 0.78 -2.84 0.01
O -0.40 0.88 -4.03 0.01
O 1.02 0.71 -2.29 0.03
C -2.29 -0.40 -2.18 0.00
C -2.52 -1.45 -1.30 0.00
C -3.40 -2.48 -1.63 0.00
C -4.05 -2.47 -2.85 0.00
C -3.82 -1.42 -3.74 0.00
C -2.96 -0.40 -3.41 0.00
C -2.06 2.10 -1.83 0.00
C -3.39 2.20 -1.44 0.00
C -4.03 3.44 -1.39 0.00
C -3.33 4.59 -1.73 0.00
C -2.00 4.49 -2.11 0.00
C -1.37 3.26 -2.16 0.00
H -1.39 0.21 0.13 0.00
H -2.00 -1.51 -0.35 0.00
H -3.55 -3.30 -0.94 0.00
H -4.73 -3.28 -3.12 0.00
H -4.33 -1.40 -4.70 0.00
H -2.77 0.41 -4.10 0.00
H -3.95 1.30 -1.19 0.00
H -5.07 3.50 -1.10 0.00
H -3.82 5.55 -1.72 0.00
H -1.44 5.39 -2.39 0.00
H -0.32 3.19 -2.46 0.00
I 3.58 2.68 -1.71 0.01
C 2.34 2.99 -0.05 0.05
C 2.45 4.23 0.57 -0.01
C 1.61 4.53 1.63 0.04
C 0.70 3.57 2.04 0.00
C 0.67 2.35 1.39 0.04
N 1.48 2.04 0.35 0.02
H 3.17 4.95 0.21 0.00
H 1.67 5.49 2.12 0.00
H 0.03 3.76 2.86 0.00
H -0.01 1.57 1.71 0.00
C -4.42 -0.27 2.41 0.00
C -3.15 0.49 2.15 0.00
C -3.17 1.98 2.32 0.00
O -2.14 -0.09 1.79 0.00
H -4.65 -0.23 3.48 0.00
H -4.32 -1.30 2.10 0.00
H -5.25 0.21 1.89 0.00
H -3.97 2.31 2.99 0.00
H -3.35 2.43 1.33 0.00
H -2.21 2.34 2.67 0.00

=====

2.
19
Properties=species:S:1:pos:R:3:mulliken_charge:R:1 method="wB97M-V/def2-TZVPD" total_charge=+1 orbital_gap_ev=8.822 e_above_lowest_kcal_mol=34.6 energy_ev=-8909.129 e_lumo_ev=-4.99
O -0.02 1.10 0.67 -0.47
C -0.10 1.55 -0.49 -0.07
C 0.88 1.33 -1.57 -0.18
C 0.19 0.76 -2.81 -1.03
H -0.81 2.39 -0.69 0.34
H 1.67 0.62 -1.24 0.25
H 1.40 2.30 -1.79 0.29
H -0.40 -0.15 -2.57 0.25
H 0.90 0.55 -3.64 0.32
H -0.57 1.49 -3.20 0.32
C -0.25 -0.82 2.48 -0.76
C -0.58 -1.88 0.31 -0.20
N -0.16 -1.93 1.53 -0.01
H 0.62 -0.19 2.28 0.34
H -0.17 -1.28 3.47 0.34
H -1.20 -0.30 2.39 0.33
H -1.27 -1.05 -0.03 0.30
H -0.18 -2.62 -0.35 0.32
H 0.46 -2.71 1.78 0.32

=====

3.
41
Properties=species:S:1:pos:R:3:mulliken_charge:R:1 method="wB97M-V/def2-TZVPD" total_charge=0 orbital_gap_ev=9.397 e_above_lowest_kcal_mol=0.0 energy_ev=-104209.892 e_lumo_ev=-0.28
Ga -1.50 -0.46 2.50 0.03
F 5.18 -0.66 2.16 -0.29
C 3.93 -0.86 2.56 0.73
C 3.01 -1.44 1.70 -0.11
F 3.37 -1.77 0.46 -0.33
C 1.71 -1.65 2.13 0.61
F 0.85 -2.19 1.27 -0.44
C 1.29 -1.29 3.40 -0.28
S -0.35 -1.59 4.01 -0.30
C 2.24 -0.71 4.24 0.58
F 1.90 -0.34 5.48 -0.33
C 3.54 -0.50 3.84 0.23
F 4.42 0.05 4.67 -0.28
N -3.13 0.26 3.04 -0.15
C -4.27 0.32 2.71 0.71
N -5.48 0.29 2.47 -0.55
C -6.09 0.90 1.46 0.49
N -6.68 1.39 0.60 -0.46
C 0.75 1.00 -5.12 -1.52
C 0.31 0.75 -3.70 0.46
C 1.06 1.22 -2.63 -0.87
C 0.69 0.99 -1.32 0.62
C 1.58 1.55 -0.24 -1.31
C -0.49 0.24 -1.07 0.69
C -1.27 -0.24 -2.15 0.92
C -2.55 -1.02 -1.99 -1.41
C -0.85 0.04 -3.44 -0.81
C -0.90 -0.03 0.30 0.92
O -0.48 0.67 1.30 -0.48
O -1.70 -0.98 0.62 -0.47
H 1.44 1.84 -5.18 0.37
H -0.11 1.21 -5.76 0.39
H 1.25 0.12 -5.52 0.30
H 1.97 1.78 -2.82 0.32
H 2.49 1.94 -0.69 0.38
H 1.85 0.80 0.50 0.05
H 1.08 2.35 0.30 0.31
H -3.25 -0.52 -1.32 0.32
H -2.36 -2.01 -1.56 0.25
H -3.02 -1.14 -2.96 0.39
H -1.45 -0.32 -4.27 0.35

=====

4.
14
Properties=species:S:1:pos:R:3:mulliken_charge:R:1 method="wB97M-V/def2-TZVPD" total_charge=0 smiles="NCNC=O.O" orbital_gap_ev=9.917 e_above_lowest_kcal_mol=25.8 energy_ev=-9278.793 e_lumo_ev=0.62
O 0.67 0.92 -2.45 -0.55
C 1.03 0.29 -1.47 0.00
N 0.26 0.11 -0.37 -0.07
C -0.88 0.99 -0.14 -0.36
N -1.48 0.68 1.14 -0.57
H 2.05 -0.11 -1.39 0.35
H 0.32 -0.70 0.23 0.19
H -1.57 0.91 -0.99 0.28
H -0.53 2.01 -0.14 0.31
H -2.02 1.48 1.45 0.23
H -2.10 -0.11 1.04 0.22
H 1.55 -2.36 2.27 0.31
H 0.15 -2.91 2.80 0.31
O 0.60 -2.22 2.30 -0.64